(1)
# C20H36BCl3N3O9S

An isolated ion of composition C20H36BCl3N3O9S and charge +1 at a distorted geometry (ωB97M-V/def2-TZVPD, the Open Molecules 2025 dataset).

Geometry as XYZ:
```
73
C20H36BCl3N3O9S (ωB97M-V/def2-TZVPD)
C -5.251 -0.692 1.713
C 0.452 -3.853 -3.034
H -4.721 -1.019 2.697
Cl 0.194 3.131 -1.970
O -1.563 3.517 4.002
H -0.557 -3.763 -0.927
O -0.575 2.978 3.262
H 2.064 1.109 -1.705
O 3.663 1.737 1.562
H -2.273 2.819 4.092
H -6.036 -1.525 1.506
H 1.528 5.369 -0.843
H -2.842 2.192 1.982
C 2.179 -0.661 -3.261
H -1.654 1.098 -2.594
C 1.744 4.412 -0.198
H 0.175 -4.244 1.065
H 2.022 2.867 3.739
H 3.199 -4.955 1.164
C -2.379 1.307 1.378
H -1.836 2.107 -0.489
C 2.134 -1.620 1.155
H 2.028 -2.115 -5.084
C -3.712 0.851 0.534
N -4.300 -0.494 0.572
H 4.225 1.055 2.001
H -0.296 -5.484 -1.546
H 3.162 0.241 -0.516
H 0.296 0.939 2.043
H -6.186 -0.731 -0.509
H 1.576 0.249 -3.612
C 2.162 -5.096 1.667
C 0.935 -4.975 0.596
C -1.186 1.694 0.388
H -2.115 0.547 2.215
H 3.294 -0.641 -3.537
H -4.676 -0.314 -1.628
C 2.101 0.189 -1.000
O 1.666 -3.076 -3.155
C -5.047 -0.849 -0.679
H 0.435 -1.644 -4.274
C 0.946 1.468 1.221
S -1.047 -0.061 -2.072
H -4.884 -1.986 -0.882
O 2.074 -0.976 -1.854
C 1.518 -1.948 -4.049
C 0.373 3.634 -0.169
H 2.118 -6.096 2.253
H 0.032 4.520 2.017
Cl 2.525 5.098 1.308
H -0.462 4.450 -0.098
H 0.427 -6.011 0.575
O 2.214 1.924 3.526
C -0.529 3.523 1.929
H 2.077 -4.270 2.483
H -1.612 3.889 1.677
B 2.310 1.738 2.070
H 0.520 -4.801 -3.707
H -5.891 0.260 1.930
C 2.976 3.726 -1.056
N 1.032 -0.931 1.172
Cl -1.225 -1.334 0.433
O 1.392 -4.534 -0.725
H 2.875 3.900 -2.185
H 3.213 2.660 -0.737
H -0.511 -3.307 -3.336
H 3.907 4.358 -0.746
O 3.326 -2.030 1.230
C 0.184 -4.424 -1.528
O -4.323 1.748 -0.163
C -0.609 0.293 -0.264
C 1.015 0.193 0.168
N -0.010 2.599 0.834
```

Computed properties:
LUMO energy	-3.03	eV
E_HOMO	-11.494	eV
spin multiplicity	1
charge	+1
E_tot	-93281.421	eV

(2)
# C20H36BN2O4

A 2-piece molecular cluster, C20H36BN2O4 overall at a distorted geometry (ωB97M-V/def2-TZVPD, the Open Molecules 2025 dataset).

Geometry as XYZ:
```
63
C20H36BN2O4 (ωB97M-V/def2-TZVPD)
H -0.644 0.462 -0.348
H 1.554 -0.827 1.416
C -2.998 -1.328 0.614
C -1.000 -0.522 -0.808
C -0.702 -1.188 1.795
B 5.677 -0.455 0.212
H -1.151 3.192 0.817
H 0.749 1.694 1.046
H 1.147 -1.633 3.010
H 0.613 3.426 3.112
C 0.845 -1.602 1.901
H 7.478 0.331 -0.202
C 3.159 0.578 -0.539
H 3.175 3.761 1.215
O 6.702 -0.001 -0.708
H -5.387 1.375 -3.415
H 1.074 -2.649 1.468
H -0.762 -2.099 3.918
C 6.096 -0.854 1.752
H -2.423 -1.465 3.335
O -3.686 -1.955 -2.436
H -5.273 -1.361 -4.734
H -1.271 -2.612 0.042
H -3.958 -0.169 -4.461
C -1.393 -1.529 0.381
H -7.427 -0.813 -2.830
H 4.692 2.240 -0.109
H -6.566 0.698 -4.544
C -4.617 -1.238 -2.713
H 5.440 -0.277 2.491
C 2.807 2.667 1.121
H 0.988 3.149 -0.074
C -6.611 -0.149 -2.530
H 7.188 -0.618 1.989
N -1.003 3.628 1.740
C 2.163 -2.226 -1.237
H 5.953 -1.981 1.955
C -1.460 -1.980 3.007
H 1.162 1.138 -1.172
H 3.146 2.128 2.086
H -0.900 -0.074 1.998
C 3.553 2.079 -0.188
H -3.085 -0.398 1.298
H -7.005 0.615 -1.859
H -1.441 3.050 2.482
O -5.617 -0.924 -1.848
H -1.947 -0.262 -1.415
H 0.737 4.849 1.838
C -5.897 0.455 -3.717
H -1.633 -3.044 2.603
H 1.703 -3.223 -1.527
N 1.821 0.348 -1.028
C 0.491 3.740 2.014
C -4.870 -0.606 -4.054
C 4.152 -0.589 -0.352
H 4.265 -2.964 -0.665
O -0.063 -1.093 -1.793
C 3.625 -2.026 -0.735
H -3.571 -1.182 -0.356
H 3.191 2.730 -1.070
C 1.211 2.740 0.990
C 1.280 -0.960 -1.357
H -3.476 -2.198 1.174
```

Computed properties:
LUMO energy	-4.13	eV
E_HOMO	-11.769	eV
spin multiplicity	1
charge	+1
E_tot	-33161.009	eV

(3)
# C20H36BaFO16V2

C20H36BaFO16V2 as an isolated structure at a distorted geometry (ωB97M-V/def2-TZVPD, the Open Molecules 2025 dataset).

Geometry as XYZ:
```
76
C20H36BaFO16V2 (ωB97M-V/def2-TZVPD)
Ba -4.035 -3.187 2.126
O 3.586 0.055 0.850
O -4.877 -1.769 4.203
O 0.871 -3.526 -0.171
H -5.623 0.136 4.484
H -4.103 0.007 3.464
H -3.883 0.711 1.079
H -5.378 -2.057 4.977
C 2.696 -1.079 -4.320
O 0.200 2.939 5.494
O -4.455 1.466 1.242
O -2.708 -0.850 0.943
O 1.072 1.906 0.825
H -6.641 -1.657 -1.301
H 2.889 -0.033 -4.580
H -6.761 -3.278 -0.682
H 0.004 1.677 3.825
H -5.644 -2.937 -1.999
C -1.168 0.126 -5.286
C -0.521 2.025 4.717
F 2.606 3.861 -0.604
H 4.066 3.178 -2.840
C -3.761 2.685 1.410
C -1.610 -0.475 0.398
O 3.015 2.941 2.294
O 3.717 -1.901 -4.840
H 4.801 1.814 -3.606
C -1.074 -1.122 -0.861
H 1.449 -1.317 1.110
C 0.213 1.127 0.406
H -1.278 0.965 1.962
O 5.775 -1.449 -0.348
C -4.671 -0.363 4.318
H 2.546 -1.185 -3.248
H 0.573 -1.068 -2.337
O -5.050 -2.149 -0.108
C -0.974 0.593 0.995
H 1.769 -1.221 -4.889
H -1.395 -0.600 -4.483
O 4.401 1.564 -1.528
H -0.326 0.695 -4.872
H 3.977 1.622 3.557
C 4.470 -3.220 -0.717
C 0.074 -0.634 -1.480
C 3.488 -1.167 0.469
H -1.558 2.274 4.472
C 4.618 -1.932 -0.218
C 1.996 -3.040 -0.050
H 3.216 3.021 4.428
V -0.902 -4.451 -0.871
H 5.356 1.427 -1.606
C -6.054 -2.546 -1.068
H 5.241 -3.706 -1.298
H -4.559 -1.423 -0.511
H -3.366 2.881 2.412
C 0.732 0.569 -0.957
H -3.993 -0.186 5.157
C 2.282 -1.784 0.602
O 2.916 -4.906 -1.233
C 3.151 2.324 3.594
H 3.837 -1.755 -5.783
H 2.213 1.804 3.798
C 3.156 -3.835 -0.729
O -1.465 -2.199 -1.411
O -2.261 0.874 -5.703
C 4.075 2.087 -2.842
H -4.347 3.537 1.078
H -0.339 3.696 5.740
V 3.012 2.001 0.058
H 2.688 3.841 2.404
H -0.691 1.116 5.311
O 1.778 1.057 -1.343
H -2.873 2.664 0.767
H 3.092 1.830 -3.228
H -0.734 -0.586 -5.989
H -2.538 1.496 -5.028
```

Computed properties:
<S²>	20.08
LUMO energy (spin up / spin down)	-10.15 / -11.80	eV
E_HOMO (spin up / spin down)	-15.647 / -16.201	eV
spin multiplicity	9
charge	+3
E_tot	-108838.704	eV

(4)
# C20H36Cl12O6

A 8-piece molecular cluster, C20H36Cl12O6 overall at a distorted geometry (ωB97M-V/def2-TZVPD, the Open Molecules 2025 dataset).

Geometry as XYZ:
```
74
C20H36Cl12O6 (ωB97M-V/def2-TZVPD)
Cl -2.659 -4.545 3.342
C 1.433 -3.972 1.437
H -3.124 2.787 2.896
C -1.513 5.823 2.524
C 0.409 1.604 -3.566
H 4.982 -2.486 -1.554
C -2.029 2.318 -3.859
H -2.288 2.615 -4.866
H 2.710 -2.300 1.779
C -2.246 3.117 -1.741
C 2.564 -3.324 2.089
C -0.946 -0.229 -0.062
H 3.121 0.575 0.389
H 0.502 -3.574 1.829
H -3.644 -2.520 2.852
H 1.422 -5.031 1.669
C 3.496 -1.344 -2.634
Cl 4.673 1.535 2.568
C -1.671 -1.533 -0.256
H 0.519 5.481 3.352
C 4.473 -2.427 -2.499
H -4.603 -3.356 4.111
O 6.739 -3.588 -4.840
H 1.428 1.840 -3.453
O -2.714 3.478 -0.740
C -4.448 1.802 1.556
H -2.015 1.216 -3.792
H -2.435 -1.731 0.533
H -4.101 2.537 0.779
O 5.465 -2.204 -3.537
Cl 3.809 2.559 -0.595
H -4.384 -4.167 1.153
Cl -0.214 -0.144 1.619
Cl -2.258 5.417 4.105
O -2.904 2.896 -2.860
H 2.449 -3.241 3.166
Cl -4.664 0.228 0.782
C 2.788 1.611 0.569
H -5.348 2.207 1.947
H 4.047 -0.416 -2.485
Cl -5.645 -5.549 2.643
H -0.277 3.571 -3.808
H 1.771 1.802 0.367
H 2.708 -1.330 -1.918
Cl -2.510 -1.464 -1.830
C -4.096 -3.454 3.137
H 3.962 -4.453 -1.976
H -1.595 0.698 -0.069
H 0.455 1.313 -4.657
H -2.031 5.402 1.691
C -4.943 -4.023 2.081
H 2.902 -3.754 -3.270
H 2.369 1.583 2.570
C -3.362 1.766 2.592
Cl -0.101 3.505 2.397
H -1.003 -2.398 -0.319
Cl -3.966 0.947 4.068
H 0.424 5.612 1.599
O 4.897 -4.304 -3.783
H -5.775 -3.367 1.879
H 3.034 3.155 2.020
H 3.049 -1.285 -3.633
Cl 4.068 -4.272 1.784
H -0.111 -0.113 -0.757
C -0.620 2.697 -3.345
C 3.092 2.069 1.935
O -0.896 2.914 -1.924
Cl 1.328 -3.856 -0.335
C -0.071 5.265 2.448
H 0.208 0.715 -2.953
H -2.439 1.322 2.183
C 3.898 -3.766 -2.851
H -1.335 6.901 2.435
C 5.785 -3.363 -4.104
```

Computed properties:
LUMO energy	0.17	eV
E_HOMO	-10.591	eV
spin multiplicity	1
charge	0
E_tot	-183879.503	eV